Entry a
Molecular formula: C6H5NO2
Method: DFT, ωB97M-V with the def2-TZVPD basis set

Computed properties:
- Lowest unoccupied orbital energy: -0.812 eV
- Kohn-Sham gap: 9.01 eV
- HOMO level: -9.8 eV
- Charge: 0

Each line ends with the natural charge from an NBO analysis.
Geometry (Å):
O1 2.1038 -1.5554 -0.6214  -0.519
O2 -2.8545 -0.8652 0.2678  -0.492
N1 1.0752 0.4779 1.2697  -0.593
C1 1.4488 -0.4841 -0.3480  0.630
C2 -2.2302 0.0489 -0.3451  0.403
C3 0.1281 -0.4501 0.5720  -0.196
C4 0.0254 1.3488 -0.6779  -0.182
C5 1.2077 1.0768 -0.1173  -0.182
C6 -0.8163 0.4143 -0.2550  -0.121
H1 1.9700 1.9278 -0.0364  0.233
H2 -2.6580 0.7542 -0.9039  0.113
H3 0.0071 -1.5742 0.9169  0.257
H4 0.8693 1.0316 2.2782  0.412
H5 -0.2906 2.1528 -1.2856  0.236



Entry b
Molecular formula: C6H5NO2
Method: DFT, ωB97M-V with the def2-TZVPD basis set

Computed properties:
- Lowest unoccupied orbital energy (spin up / spin down): -0.224 / -1.145 eV
- Kohn-Sham gap (spin up / spin down): 8.63 / 7.11 eV
- HOMO level (spin up / spin down): -8.9 / -8.3 eV
- Charge: 0

Each line ends with the natural charge from an NBO analysis.
Geometry (Å):
O1 -0.5246 -2.2568 -2.2024  -0.488
O2 -1.1421 -0.2027 -1.5221  -0.483
N1 0.9083 -2.5757 2.0843  -0.293
C1 0.7937 -0.4646 0.6895  -0.095
C2 -0.2113 0.6178 0.6677  -0.284
C3 0.8695 -1.5731 1.4892  0.206
C4 1.2020 0.8767 0.1899  -0.428
C5 -0.6787 -1.3720 -1.4554  0.786
C6 -1.1822 0.8036 -0.4825  -0.064
H1 -2.1871 1.0488 -0.0289  0.214
H2 -0.8727 1.8013 -0.8412  0.212
H3 -0.4285 1.0620 1.6593  0.247
H4 1.3891 0.8342 -0.8984  0.228
H5 2.0646 1.4005 0.6511  0.242



In order of decreasing stability: entry b, entry a.



Entry a
Molecular formula: C4H5ClN2
Method: DFT, ωB97M-V with the def2-TZVPD basis set

Computed properties:
- Lowest unoccupied orbital energy: 0.109 eV
- Kohn-Sham gap: 10.34 eV
- HOMO level: -10.2 eV
- Charge: 0

Each line ends with the natural charge from an NBO analysis.
Geometry (Å):
Cl1 3.3658 1.0293 0.0092  -0.027
N1 2.7806 -1.6436 0.4169  -0.033
N2 2.3510 -1.4804 -0.7285  -0.073
C1 0.0106 0.6506 -0.5089  -0.406
C2 0.9276 0.1145 0.5519  -0.287
C3 2.2675 -0.3446 0.1047  0.105
C4 -0.2006 -0.7795 0.0750  -0.425
H1 -1.2034 -1.0906 0.6045  0.244
H2 -0.4840 1.5026 -0.1266  0.225
H3 0.2118 -1.4188 -0.7119  0.223
H4 0.8716 0.4430 1.5200  0.230
H5 0.4950 0.6584 -1.5520  0.223



Entry b
Molecular formula: C4H5ClN2
Method: DFT, ωB97M-V with the def2-TZVPD basis set

Computed properties:
- Lowest unoccupied orbital energy: 0.762 eV
- Kohn-Sham gap: 8.72 eV
- HOMO level: -8.0 eV
- Charge: 0

Each line ends with the natural charge from an NBO analysis.
Geometry (Å):
Cl1 -2.6733 -1.0826 0.4157  0.129
N1 -0.3756 1.8948 0.0633  -0.390
N2 -1.6159 1.4013 0.1157  -0.250
C1 -1.7660 0.1682 -0.0408  0.093
C2 0.8150 1.0261 -0.1668  -0.167
C3 0.8821 -1.6191 0.0398  -0.690
C4 0.5142 -0.2367 -0.3303  -0.019
H1 -0.3818 2.7631 -0.3654  0.373
H2 1.2213 -1.6446 1.0910  0.231
H3 1.8412 1.5267 -0.1834  0.233
H4 -0.1118 -2.2178 -0.0346  0.233
H5 1.6507 -1.9796 -0.6042  0.224



Entry c
Molecular formula: C4H5ClN2
Method: DFT, ωB97M-V with the def2-TZVPD basis set

Computed properties:
- Lowest unoccupied orbital energy: 0.872 eV
- Kohn-Sham gap: 10.84 eV
- HOMO level: -10.0 eV
- Charge: 0

Each line ends with the natural charge from an NBO analysis.
Geometry (Å):
Cl1 2.3760 0.1618 1.0072  -0.088
N1 0.7111 2.1608 0.3671  -0.645
N2 -0.0065 -1.3514 0.8505  -0.378
C1 0.8348 0.9809 0.5914  0.341
C2 -0.2905 -0.0035 0.6161  -0.155
C3 -0.8748 -0.3956 -0.8182  -0.466
C4 -0.3875 -1.7243 -0.3192  0.117
H1 -0.4852 -0.0926 -1.8316  0.228
H2 -1.9856 -0.2535 -0.7879  0.228
H3 1.4740 2.7324 -0.0626  0.390
H4 -1.1170 0.5034 1.1590  0.231
H5 -0.2489 -2.7184 -0.7716  0.197



In order of decreasing stability: entry c, entry a, entry b.



Entry a
Molecular formula: C4H5ClN2
Method: DFT, ωB97M-V with the def2-TZVPD basis set

Computed properties:
- Lowest unoccupied orbital energy (spin up / spin down): -0.995 / -0.996 eV
- Kohn-Sham gap (spin up / spin down): 7.16 / 7.16 eV
- HOMO level (spin up / spin down): -8.2 / -8.2 eV
- Charge: 0

Each line ends with the natural charge from an NBO analysis.
Geometry (Å):
Cl1 -0.2319 -2.0744 -0.0557  -0.148
N1 -2.3144 1.1843 -0.1212  -0.072
N2 -1.5962 0.1609 -0.1092  0.003
C1 0.5912 0.7305 -0.1844  0.014
C2 2.0195 0.3867 -0.0915  -0.724
C3 -0.3505 -0.2254 -0.1238  -0.050
C4 -2.9672 -0.1082 0.0657  -0.097
H1 -3.3006 -0.3758 1.0607  0.191
H2 2.2226 -0.2516 0.7725  0.231
H3 -3.5075 -0.5488 -0.7628  0.192
H4 2.2854 -0.2009 -0.9736  0.242
H5 2.6474 1.2736 -0.0507  0.218



Entry b
Molecular formula: C4H5ClN2
Method: DFT, ωB97M-V with the def2-TZVPD basis set

Computed properties:
- Lowest unoccupied orbital energy: -0.054 eV
- Kohn-Sham gap: 8.32 eV
- HOMO level: -8.4 eV
- Charge: 0

Each line ends with the natural charge from an NBO analysis.
Geometry (Å):
Cl1 1.1436 -2.1534 1.8828  -0.111
N1 0.0952 0.8455 -1.0697  -0.498
N2 1.0999 1.3740 -0.2434  -0.197
C1 -1.1229 0.1752 -0.6915  -0.275
C2 1.3467 0.5010 0.7075  -0.073
C3 0.7153 -0.7756 0.6236  -0.025
C4 -0.6525 -0.8884 0.3459  -0.114
H1 -1.4323 -0.5108 -1.4760  0.223
H2 -2.0860 0.7927 -0.5321  0.193
H3 -1.3588 -1.7354 0.7573  0.253
H4 2.1348 0.6532 1.5095  0.229
H5 0.1170 1.7221 -1.8139  0.397



In order of decreasing stability: entry b, entry a.



Entry a
Molecular formula: C6H15N3
Method: DFT, ωB97M-V with the def2-TZVPD basis set

Computed properties:
- Lowest unoccupied orbital energy (spin up / spin down): 0.395 / 0.395 eV
- Kohn-Sham gap (spin up / spin down): 7.51 / 7.51 eV
- HOMO level (spin up / spin down): -7.1 / -7.1 eV
- Charge: 0

Each line ends with the natural charge from an NBO analysis.
Geometry (Å):
N1 1.0997 -1.0725 0.3683  -0.875
N2 -0.8050 -0.8040 -1.9747  -0.260
N3 -0.5162 -2.1385 -1.8141  -0.646
C1 0.2327 0.0310 -1.9304  -0.180
C2 -0.5762 0.9447 0.8034  -0.160
C3 -1.7862 0.1687 0.4551  -0.691
C4 0.8684 0.2602 0.0148  0.186
C5 1.8980 1.1381 -0.0239  -0.530
C6 -0.2570 0.9840 2.2854  -0.617
H1 -0.6005 1.9492 0.3821  0.200
H2 -1.6845 -0.2319 -0.6219  0.275
H3 1.9333 -1.2469 0.9061  0.381
H4 0.2994 -1.6248 0.6300  0.389
H5 1.7403 2.1649 -0.3108  0.198
H6 -0.0227 1.0519 -2.1807  0.202
H7 0.4395 -2.4140 -2.0324  0.346
H8 -0.1626 -0.0253 2.6892  0.201
H9 0.6751 1.5167 2.4720  0.218
H10 1.1882 -0.3199 -2.3215  0.183
H11 -1.0625 1.4830 2.8292  0.212
H12 -1.9249 -0.7161 1.0716  0.195
H13 2.9207 0.8267 0.1314  0.186
H14 -1.2121 -2.7122 -2.2686  0.369
H15 -2.6848 0.7871 0.4404  0.218



Entry b
Molecular formula: C6H15N3
Method: DFT, ωB97M-V with the def2-TZVPD basis set

Computed properties:
- Lowest unoccupied orbital energy (spin up / spin down): 0.970 / 0.970 eV
- Kohn-Sham gap (spin up / spin down): 7.37 / 7.37 eV
- HOMO level (spin up / spin down): -6.4 / -6.4 eV
- Charge: 0

Each line ends with the natural charge from an NBO analysis.
Geometry (Å):
N1 -2.3288 -0.7904 -0.1142  -0.238
N2 -3.0053 0.0873 -0.9719  -0.688
N3 -1.1257 -1.0339 -0.4989  -0.227
C1 2.5640 0.6205 -0.1037  -0.650
C2 0.4969 1.6978 0.8836  -0.656
C3 0.6560 1.2723 -1.5512  -0.490
C4 -0.4429 -2.0388 1.6169  -0.667
C5 -0.1884 -1.6327 0.2096  -0.115
C6 1.1987 1.1918 -0.3381  0.079
H1 0.4823 -2.0353 2.1919  0.214
H2 -0.7898 -0.6181 -1.4143  0.392
H3 -0.5111 2.0280 0.6506  0.226
H4 1.0500 2.5330 1.3178  0.218
H5 2.5083 -0.2136 0.5949  0.217
H6 3.2148 1.3749 0.3428  0.218
H7 -0.8742 -3.0418 1.6821  0.217
H8 1.2100 0.9989 -2.4359  0.196
H9 0.4414 0.9146 1.6374  0.220
H10 -3.9909 0.0204 -0.7511  0.368
H11 -1.1596 -1.3471 2.0576  0.233
H12 -0.2802 1.7854 -1.7104  0.204
H13 0.7110 -1.9133 -0.3069  0.194
H14 3.0173 0.2784 -1.0296  0.213
H15 -2.8538 -0.1383 -1.9591  0.324



Entry c
Molecular formula: C6H15N3
Method: DFT, ωB97M-V with the def2-TZVPD basis set

Computed properties:
- Lowest unoccupied orbital energy: 0.813 eV
- Kohn-Sham gap: 7.88 eV
- HOMO level: -7.1 eV
- Charge: 0

Each line ends with the natural charge from an NBO analysis.
Geometry (Å):
N1 -1.0748 -0.6067 0.5519  -0.873
N2 -3.2474 0.2274 0.9097  -0.824
N3 -0.5903 1.5075 -1.2877  -0.520
C1 0.4838 1.6305 -0.5102  -0.024
C2 1.6107 -0.2683 0.1358  -0.477
C3 -1.8799 1.1798 -0.8219  -0.318
C4 1.8598 -1.0544 1.4291  -0.616
C5 -2.0440 0.2615 0.1883  0.377
C6 1.6770 -1.1600 -1.0967  -0.628
H1 1.3968 1.9458 -0.9931  0.202
H2 2.8556 -1.5144 1.4279  0.200
H3 -3.5957 -0.7061 1.0794  0.373
H4 0.8681 -1.8967 -1.0813  0.210
H5 1.7926 -0.4078 2.3075  0.204
H6 1.1362 -1.8657 1.5444  0.197
H7 -0.4191 1.4040 -2.2814  0.390
H8 2.6207 -1.7160 -1.1541  0.198
H9 0.3004 1.8963 0.5192  0.209
H10 -3.9688 0.8447 0.5680  0.379
H11 -2.7050 1.6725 -1.3136  0.192
H12 0.1418 -0.3004 0.3253  0.409
H13 1.5761 -0.5817 -2.0201  0.190
H14 -1.2176 -0.9537 1.4945  0.363
H15 2.4230 0.4622 0.0791  0.190



In order of decreasing stability: entry c, entry b, entry a.



Entry a
Molecular formula: C3H3FOS
Method: DFT, ωB97M-V with the def2-TZVPD basis set

Computed properties:
- Lowest unoccupied orbital energy: 0.750 eV
- Kohn-Sham gap: 10.23 eV
- HOMO level: -9.5 eV
- Charge: 0

Each line ends with the natural charge from an NBO analysis.
Geometry (Å):
S1 0.0839 0.6014 1.0933  0.199
F1 1.7357 -2.0220 -1.3483  -0.307
O1 -2.2751 1.7397 1.4846  -0.508
C1 -1.5537 1.2884 0.6569  0.282
C2 1.2015 -1.3688 -0.3332  0.262
C3 0.7305 -0.1333 -0.4158  -0.463
H1 1.1104 -1.8650 0.6711  0.175
H2 -1.7769 1.3955 -0.4781  0.135
H3 0.7437 0.3641 -1.3305  0.223



Entry b
Molecular formula: C3H3FOS
Method: DFT, ωB97M-V with the def2-TZVPD basis set

Computed properties:
- Lowest unoccupied orbital energy: -0.321 eV
- Kohn-Sham gap: 9.92 eV
- HOMO level: -10.2 eV
- Charge: 0

Each line ends with the natural charge from an NBO analysis.
Geometry (Å):
S1 -1.4189 1.4788 -0.2205  -0.034
F1 1.4649 -1.1693 -0.7656  -0.324
O1 1.0076 1.2831 -1.3036  -0.492
C1 0.1398 0.6939 -0.6921  0.358
C2 0.5048 -0.5540 0.0071  0.289
C3 0.0368 -1.1827 1.1093  -0.415
H1 -1.2873 2.3795 -1.2235  0.165
H2 -0.8975 -0.8457 1.5721  0.222
H3 0.4498 -2.0837 1.5169  0.232



In order of decreasing stability: entry b, entry a.